C67H135AsF6N8O3 | ωB97M-V with the def2-TZVPD basis set

Geometry as XYZ:
```
220
Properties=species:S:1:pos:R:3:mulliken_charge:R:1
As -5.969 -5.616 3.871 1.992
F -5.216 -7.206 3.692 -0.478
F -6.842 -4.041 4.184 -0.517
F -7.283 -6.484 4.772 -0.483
F -5.099 -5.366 5.481 -0.521
F -6.801 -5.845 2.298 -0.487
F -4.615 -4.686 3.104 -0.507
O -0.913 -0.281 -0.848 -0.754
O 0.734 -1.556 -0.506 -0.467
O 1.036 0.188 -1.801 -0.827
N 1.408 -9.570 6.428 0.183
N 7.256 1.998 -1.023 0.047
N -7.746 1.960 0.119 0.279
N 8.858 8.686 -2.779 0.010
N 0.846 1.007 -8.901 0.180
N -0.307 10.770 0.428 0.095
N -1.229 -9.064 -6.503 -0.044
N 4.060 2.243 11.642 0.154
C 1.333 2.203 -9.695 -0.988
C -1.982 -6.832 -5.956 -0.690
C -2.387 -11.907 6.543 -1.212
C -7.514 3.421 -0.463 -0.963
C 1.001 10.155 0.039 -0.563
C 8.524 6.996 -1.128 -0.767
C 5.587 1.188 13.124 -0.622
C -8.522 2.384 2.487 -0.666
C -1.291 -8.969 -5.006 -0.561
C 2.758 -0.611 -8.848 -0.617
C -1.607 2.227 -9.047 -0.425
C 1.503 -9.191 3.999 -0.604
C 6.953 0.684 -0.625 -0.959
C 0.339 -10.704 6.613 -0.630
C 0.273 -0.532 -1.113 0.696
C -1.343 9.829 -0.230 -0.539
C -1.053 -7.614 -6.904 -0.582
C -2.684 -9.477 -7.049 -1.018
C 7.137 4.293 -0.562 -0.765
C 0.888 -8.115 6.085 -0.685
C 1.479 0.759 9.002 -0.906
C -9.034 1.223 -1.920 -0.234
C -2.036 -7.598 -4.646 -0.685
C -1.653 12.956 -0.159 -0.444
C -9.715 -1.182 -2.578 -1.162
C 3.057 2.144 10.440 -0.900
C 2.213 -9.916 5.136 -0.668
C -3.132 14.833 -1.151 -1.395
C -6.711 1.531 1.128 -0.688
C 8.069 6.065 -2.118 0.954
C 1.938 1.290 7.584 -1.030
C 1.828 -0.988 -10.039 -0.644
C -0.818 8.413 0.168 -0.807
C 0.700 8.636 0.038 -0.499
C 4.834 3.630 11.546 -1.040
C 5.128 1.132 11.718 -0.683
C 1.933 0.361 -8.027 -0.657
C -8.983 1.967 1.040 -0.917
C -7.769 0.951 -1.102 -0.794
C 6.870 2.987 -0.206 -0.132
C -0.531 1.491 -8.155 -0.924
C 9.442 9.958 -3.180 -0.959
C -0.102 -9.942 -8.672 -0.235
C 1.455 -12.043 -8.937 -1.169
C 2.493 0.730 10.197 -0.269
C 4.361 1.382 13.899 -0.528
C -1.741 -11.520 7.844 -0.592
C 3.351 2.124 13.049 -0.430
C 7.928 2.229 -2.177 -0.236
C -0.291 12.268 -0.190 -0.655
C -1.798 14.456 -0.537 -0.511
C -0.481 10.827 1.963 -0.916
C -9.196 0.202 -3.041 -0.728
C 8.047 6.551 -3.408 -0.665
C 0.536 -0.215 -9.834 -0.636
C 8.841 8.345 -1.469 -0.137
C 0.662 -8.051 4.590 -0.543
C 1.090 -10.577 -9.301 -0.856
C 2.381 -9.444 7.614 -0.985
C -2.912 2.511 -8.313 -0.619
C 8.171 3.536 -2.615 -0.695
C -0.709 -10.468 7.743 -0.610
C -4.118 2.884 -9.047 -1.249
C -0.100 -9.991 -7.105 -0.598
C 8.391 7.854 -3.733 -0.288
C 7.732 4.622 -1.828 0.755
C -7.169 1.915 2.598 -0.480
H -9.074 2.264 -2.240 0.446
H 0.953 -0.189 8.894 0.452
H -2.908 -6.661 -6.504 0.352
H 1.713 -7.470 6.390 0.460
H -3.818 3.764 -9.615 0.330
H -6.872 1.091 -1.707 0.301
H -0.178 9.867 2.383 0.432
H -3.177 -12.619 6.784 0.374
H -2.790 3.259 -7.530 0.371
H 0.645 1.392 9.304 0.398
H -1.538 -5.881 -5.661 0.389
H 6.417 2.764 0.749 0.382
H -9.324 0.935 0.968 0.496
H -1.020 -10.398 -9.043 0.402
H 1.096 1.360 6.896 0.355
H -2.264 10.147 0.259 0.477
H -0.119 -1.606 -0.067 0.353
H 0.019 -7.928 6.715 0.412
H 1.772 10.365 0.780 0.376
H -1.295 3.209 -9.404 0.363
H -1.452 15.164 0.216 0.457
H 0.953 -7.066 4.226 0.345
H -0.189 -10.850 5.671 0.378
H -1.395 -12.385 8.409 0.376
H -0.969 8.031 1.177 0.334
H -7.877 0.021 -0.545 0.455
H -6.921 3.992 0.251 0.353
H 8.228 1.386 -2.783 0.476
H 10.404 9.840 -3.679 0.352
H -1.846 -9.822 -4.614 0.360
H -1.116 14.669 -1.360 0.296
H 4.071 4.385 11.358 0.357
H -4.512 2.027 -9.594 0.331
H -1.380 10.044 -1.298 0.408
H 1.614 3.052 -9.072 0.349
H -3.387 15.892 -1.191 0.383
H -3.141 1.552 -7.848 0.332
H -1.129 -9.467 7.642 0.330
H 2.353 -10.997 5.106 0.400
H -3.058 -7.675 -4.275 0.352
H -3.341 -8.995 -6.324 0.480
H -4.787 3.191 -8.243 0.339
H -8.959 -1.793 -2.085 0.335
H 0.066 12.262 -1.220 0.423
H 7.699 5.885 -4.184 0.463
H -2.451 -11.067 8.536 0.345
H 0.992 8.158 -0.897 0.362
H 0.914 -11.600 6.849 0.314
H 6.331 0.627 0.269 0.326
H 0.779 -9.478 -6.714 0.302
H -0.169 -8.951 -9.122 0.254
H 3.317 -9.101 7.173 0.419
H -0.159 -0.939 -9.409 0.373
H -0.864 0.666 -7.525 0.483
H -1.610 -7.110 -3.769 0.375
H -7.067 3.476 -1.455 0.348
H 1.107 8.095 0.893 0.278
H 0.477 -12.466 -9.164 0.340
H -2.888 -10.989 6.236 0.345
H -2.807 -9.204 -8.097 0.349
H -10.047 -1.641 -3.510 0.373
H -0.005 -7.551 -6.608 0.439
H -6.479 2.640 3.028 0.266
H 3.264 3.138 13.440 0.254
H 3.896 0.464 14.259 0.324
H -1.810 -12.336 5.723 0.327
H -2.640 -10.566 -7.061 0.380
H -9.829 0.592 -3.838 0.393
H 0.479 12.829 0.339 0.290
H 1.610 -12.259 -7.880 0.285
H 8.685 10.474 -3.770 0.401
H 2.315 -0.609 -10.937 0.288
H -5.799 2.066 0.865 0.423
H -8.481 3.904 -0.607 0.380
H 2.006 0.392 11.111 0.385
H -0.274 -9.077 -4.628 0.419
H 2.334 2.280 7.811 0.281
H 2.261 1.954 -10.211 0.428
H -8.613 3.458 2.643 0.316
H 6.301 2.000 13.260 0.326
H 2.390 1.651 12.846 0.373
H 3.255 -9.598 5.175 0.409
H -0.399 -8.193 4.386 0.332
H -9.190 2.035 3.274 0.398
H -0.200 -10.997 -6.698 0.414
H 1.657 -2.053 -10.196 0.408
H 3.628 2.596 9.629 0.483
H 0.277 11.555 2.252 0.360
H 0.867 -9.862 3.421 0.297
H 5.941 1.314 11.015 0.344
H -0.268 -10.309 8.727 0.382
H -1.494 11.168 2.173 0.326
H -1.295 -7.509 -7.961 0.417
H -2.422 12.432 -0.726 0.336
H -8.230 0.066 -3.527 0.328
H 1.334 -0.055 -7.217 0.423
H 4.609 0.217 11.433 0.413
H -1.939 12.878 0.890 0.270
H 3.290 0.050 9.896 0.336
H -10.619 -1.097 -1.974 0.323
H 3.688 -0.149 -9.180 0.348
H 1.239 10.431 -0.988 0.359
H 5.520 3.546 10.703 0.360
H 1.986 -8.796 8.397 0.375
H 6.835 5.099 0.090 0.475
H 0.612 2.534 -10.442 0.368
H 5.335 3.865 12.485 0.435
H -3.281 14.579 -2.201 0.374
H 7.840 0.167 -0.261 0.382
H 1.941 -9.949 -9.038 0.365
H -9.865 0.986 -1.255 0.203
H -9.777 2.507 0.523 0.518
H 2.270 -8.836 3.311 0.358
H -1.699 1.636 -9.958 0.410
H 2.555 1.140 -7.585 0.385
H 2.188 -12.494 -9.605 0.355
H 4.666 1.927 14.792 0.322
H 2.549 -10.471 7.936 0.371
H -6.558 0.453 1.078 0.358
H 0.148 0.201 -10.764 0.418
H -0.215 2.219 -7.408 0.497
H 6.482 0.191 -1.475 0.393
H 0.960 -10.438 -10.375 0.412
H 2.489 0.567 6.983 0.292
H 8.654 3.656 -3.574 0.448
H 8.678 6.607 -0.132 0.502
H 9.553 10.681 -2.372 0.344
H 8.313 8.351 -4.688 0.471
H 2.311 2.917 10.626 0.345
H -7.085 1.005 3.192 0.341
H -1.142 7.621 -0.507 0.361
H -3.951 14.372 -0.599 0.334
H 6.181 0.326 13.430 0.420
H 9.045 9.088 -0.712 0.419
H 3.082 -1.497 -8.303 0.334
```

Output
- LUMO: -11.9 eV
- HOMO-LUMO gap: 1.49 eV
- ΔE to the lowest compared entry with this formula, charge and spin: 290.6 kJ/mol
- Net charge: +6